# C63H160N12O17

12 unconnected molecules or ions with the total composition C63H160N12O17 in a non-equilibrium geometry (the ωB97M-V functional and the def2-TZVPD basis, the OMol25 dataset).

Geometry (Å):
C -4.716915 2.015458 11.818984
C -4.543311 2.759240 10.437838
C -4.297460 1.820616 9.232633
O -3.893478 2.549165 8.069082
C -3.982362 1.704223 6.861654
N -5.688174 3.540801 10.241452
H -5.329193 1.120375 11.709246
H -5.008974 2.690381 12.623516
H -3.752396 1.615195 12.131383
H -3.625187 3.326818 10.589467
H -5.234085 1.306392 9.017217
H -3.568465 1.029478 9.408027
H -3.385966 0.817870 7.077952
H -3.584358 2.350729 6.079512
H -5.008314 1.516834 6.544798
H -5.602690 4.170839 9.456691
H -5.746247 4.202535 11.002271
C 1.913342 4.873555 3.267908
C 0.872599 4.123318 2.517509
C 0.769975 4.611193 1.052626
O 1.904701 4.215585 0.256141
C 1.765660 4.652471 -1.067653
N 1.308904 2.717220 2.606557
H 2.098695 4.443624 4.252235
H 1.639344 5.913281 3.446774
H 2.864368 4.816333 2.738390
H -0.130743 4.269238 2.917659
H 0.738293 5.700187 1.018181
H -0.090115 4.107363 0.611592
H 0.924976 4.167062 -1.563359
H 2.577373 4.195870 -1.633983
H 1.672025 5.736935 -1.124932
H 2.067268 2.486969 1.980486
H 0.548259 2.183941 2.210140
C -6.545255 2.091503 2.977340
C -6.267305 0.993869 1.912119
C -6.180097 -0.425565 2.522703
O -4.840595 -0.749498 2.871663
C -4.624678 -1.983133 3.541070
N -7.446138 1.033516 1.117610
H -5.974944 2.015177 3.903098
H -7.549666 1.962800 3.380679
H -6.477337 3.064296 2.490340
H -5.445878 1.241678 1.239860
H -6.505970 -1.201976 1.830540
H -6.801488 -0.494667 3.415567
H -3.575782 -2.090813 3.817334
H -4.815361 -2.824821 2.875256
H -5.294399 -2.135867 4.387388
H -7.419144 0.294687 0.429495
H -8.162014 0.861953 1.809124
C 2.700997 -1.250342 3.879520
C 2.700339 -0.600124 2.487497
C 3.761274 0.487611 2.363879
O 3.734659 1.156720 1.099401
C 4.732182 2.139970 0.912330
N 2.895023 -1.705924 1.571099
H 3.340753 -2.117192 4.045033
H 1.734594 -1.692534 4.121688
H 2.992754 -0.532295 4.645924
H 1.746750 -0.092741 2.341428
H 4.738434 0.070864 2.607979
H 3.660200 1.273084 3.112835
H 4.844502 2.805240 1.768420
H 4.461706 2.577614 -0.048611
H 5.652744 1.591107 0.713771
H 3.864245 -1.979713 1.646937
H 2.763805 -1.232229 0.688776
C -2.187352 2.009454 -7.092238
C -2.455202 2.061914 -5.594419
C -1.747577 0.946875 -4.790111
O -2.351784 -0.307933 -5.123494
C -1.922566 -1.259548 -4.181193
N -1.953775 3.391504 -5.279093
H -2.479179 0.998930 -7.378237
H -1.128845 2.022643 -7.352035
H -2.698790 2.820031 -7.611355
H -3.537937 2.119573 -5.482883
H -1.940605 1.177229 -3.742363
H -0.699042 1.087304 -5.052721
H -2.095350 -2.249821 -4.602613
H -2.471282 -1.152320 -3.245509
H -0.864656 -1.229858 -3.920321
H -2.034699 3.522769 -4.280939
H -0.959412 3.466987 -5.439229
C -6.141973 6.076129 2.063638
C -4.693679 6.550034 2.181548
C -3.683073 5.350883 1.817597
O -3.932870 4.392885 2.791998
C -3.200546 4.689271 4.012203
N -4.500056 7.624066 1.240189
H -6.421338 5.647842 1.101025
H -6.832659 6.910982 2.182327
H -6.273362 5.320472 2.838112
H -4.408059 7.013800 3.125708
H -2.674855 5.763778 1.851183
H -3.880263 5.006387 0.802440
H -3.655508 4.071798 4.786692
H -3.216841 5.717610 4.373226
H -2.165266 4.349703 3.980731
H -5.013550 7.182165 0.491096
H -5.142060 8.350115 1.524395
C 1.690099 1.505130 -2.947767
O 0.404641 1.404965 -2.313596
C 0.489072 1.183028 -0.926184
C -0.887646 1.374660 -0.361178
N -0.800215 1.131686 1.052534
C -2.146029 1.234413 1.673727
C -2.033686 1.368947 3.159302
O -1.365111 0.174284 3.599602
C -0.642333 0.292853 4.829604
H 2.376873 2.262749 -2.570338
H 1.504865 1.838369 -3.968911
H 2.220652 0.553237 -2.970319
H 1.172404 1.890314 -0.456183
H 0.911577 0.202906 -0.704943
H -1.620157 0.741753 -0.862138
H -1.151213 2.415992 -0.546288
H -0.403314 0.211963 1.181674
H -2.890892 0.521494 1.320137
H -2.524230 2.212574 1.376613
H -2.962399 1.555121 3.698684
H -1.424346 2.236641 3.412092
H -0.077139 -0.542242 5.243463
H -1.284575 0.767763 5.571281
H 0.083876 1.076629 4.614168
C 0.373440 -3.819389 2.276358
O -0.776605 -4.600865 1.920699
C -0.786365 -4.896292 0.489957
C -1.952728 -5.677768 -0.010797
N -3.044558 -4.883889 -0.484653
C -3.625637 -3.975663 0.463855
C -4.923436 -3.324275 -0.051599
O -4.790383 -2.707787 -1.362694
C -4.168849 -1.440771 -1.249717
H 0.026756 -3.389979 3.216316
H 0.754144 -3.020585 1.639899
H 1.211256 -4.495446 2.447014
H 0.070008 -5.563097 0.389476
H -0.674341 -3.988379 -0.102710
H -2.294499 -6.334115 0.789518
H -1.593263 -6.262893 -0.857273
H -2.865905 -4.514550 -1.407565
H -2.883750 -3.226355 0.739965
H -3.632628 -4.510274 1.413729
H -5.412953 -2.793463 0.764919
H -5.616438 -4.147583 -0.224873
H -3.088489 -1.577535 -1.202675
H -4.451651 -0.815323 -0.402994
H -4.388027 -0.853409 -2.141386
C -0.213365 1.316498 9.733622
O 0.754969 0.484854 9.095998
C 0.507460 -0.948260 9.062235
C 1.471090 -1.618440 8.050883
N 2.710799 -2.143301 8.629737
C 3.698225 -2.641739 7.599197
C 3.097549 -3.725014 6.681397
O 4.055156 -4.527670 6.042574
C 3.602328 -5.823142 5.657092
H 0.183190 2.305797 9.961954
H -0.567991 0.884186 10.669274
H -1.080671 1.472256 9.092043
H -0.522398 -1.149755 8.767468
H 0.632060 -1.291047 10.089403
H 1.648992 -1.092683 7.112783
H 0.956127 -2.492308 7.651781
H 3.225909 -1.672745 9.360029
H 4.557136 -3.099591 8.089846
H 4.207835 -1.804388 7.122493
H 2.648302 -3.181824 5.849998
H 2.339073 -4.364873 7.132391
H 3.107031 -5.861187 4.686865
H 3.010140 -6.381461 6.382148
H 4.532260 -6.363531 5.480162
C 2.858796 3.036688 -9.437711
O 2.555877 1.694857 -9.066329
C 1.802569 1.675012 -7.886713
C 1.491372 0.210064 -7.399934
N 0.386308 -0.348454 -8.201733
C -0.042170 -1.728870 -7.756114
C -1.288782 -2.200084 -8.582767
O -1.122910 -2.445619 -9.930171
C -0.174707 -3.408838 -10.271703
H 1.917167 3.577249 -9.533774
H 3.362651 3.051718 -10.404153
H 3.442970 3.469815 -8.625767
H 0.839255 2.170479 -8.007744
H 2.254028 2.280496 -7.100796
H 0.969653 0.316634 -6.448859
H 2.417149 -0.360565 -7.473613
H 0.587568 -0.319347 -9.191044
H -0.358348 -1.655521 -6.715566
H 0.743721 -2.473951 -7.879970
H -2.034728 -1.423317 -8.414591
H -1.611308 -3.099768 -8.058713
H -0.427174 -4.427221 -9.976297
H 0.809270 -3.028741 -9.997080
H -0.122610 -3.509602 -11.355785
C 5.726157 -3.319592 -5.483075
O 5.408708 -1.949127 -5.256370
C 5.041766 -1.202720 -6.383826
C 4.674422 0.234122 -5.971380
N 5.862432 0.946454 -5.440103
C 5.470774 2.272224 -4.941466
C 6.804408 3.060630 -4.733196
O 7.359675 2.762856 -3.403197
C 8.680890 3.237755 -3.109203
H 4.931240 -3.840224 -6.017054
H 5.789979 -3.952902 -4.598237
H 6.685270 -3.325539 -6.000942
H 4.224735 -1.720907 -6.885855
H 5.919811 -1.059196 -7.013556
H 3.891808 0.173442 -5.215114
H 4.208468 0.755053 -6.807815
H 6.296176 0.417634 -4.696929
H 4.920826 2.214848 -4.002114
H 4.974613 2.926049 -5.658712
H 6.479642 4.099847 -4.681757
H 7.496025 2.900188 -5.560260
H 8.856458 3.122886 -2.039592
H 8.753112 4.302411 -3.331437
H 9.374586 2.780290 -3.814629
C 1.126613 -2.822131 -2.011595
C 2.429338 -3.366364 -2.586702
C 2.766399 -4.825988 -1.991661
C 1.951245 -5.999261 -2.606385
C 2.203921 -5.918305 -4.113303
C 1.722910 -4.546683 -4.734632
N 2.448928 -3.517647 -4.056039
O 2.289698 -2.319174 -4.656064
C 2.196351 -4.661843 -6.236150
C 0.123830 -4.425306 -4.740104
C 3.572455 -2.318368 -2.252998
H 0.882626 -1.836028 -2.406765
H 1.188301 -2.759587 -0.925143
H 0.200254 -3.377350 -2.158883
H 3.818849 -5.026299 -2.192481
H 2.606666 -4.820122 -0.913453
H 0.917473 -6.046538 -2.264051
H 2.442858 -6.886445 -2.207252
H 1.796295 -6.717482 -4.732384
H 3.287017 -5.989844 -4.212697
H 1.525928 -5.230636 -6.880435
H 2.181035 -3.704653 -6.757355
H 3.171620 -5.138727 -6.333789
H -0.335059 -5.014729 -5.533891
H -0.349079 -4.837739 -3.848832
H -0.237337 -3.425770 -4.982143
H 4.546993 -2.667343 -2.594432
H 3.602672 -2.066275 -1.192986
H 3.441680 -1.360896 -2.757239
H 3.212596 -2.085235 -4.779026

Atoms 1-6, force components in eV/Å:
1.0 -0.6 -1.3
1.8 -1.8 1.1
-0.5 0.1 0.0
-0.6 -0.7 -0.7
0.4 1.8 1.4
-1.5 1.6 -0.4

Calculated values
LUMO energy (spin up / spin down) (eV): -1.85 / -6.65
Highest occupied orbital energy (spin up / spin down) (eV): -9.75 / -9.75
Net charge: +1
Energy above the lowest of the compared OMol25 structures with the same formula, charge and spin (kJ/mol): 0.00
E (eV): -120591.50932
Multiplicity: 2